DFT (ωB97M-V/def2-TZVPD) results for a 11-piece molecular cluster, C19H49FO12S overall.

Calculated values
HOMO level, Eh: -0.356
SMILES: CC[C@H](F)C1=C(S)C(=O)C=CC1=O.CO.CO.CO.CO.CO.CO.CO.CO.CO.CO
HOMO-LUMO gap, eV: 7.5
Total energy, eV: -58609.656

Cartesian coordinates (Å):
1 S -2.4532 -2.0621 0.7496
2 F -2.4516 1.0373 2.0221
3 O -1.7221 0.3073 -0.8669
4 O 0.3163 -3.8130 0.7284
5 O -5.7588 -0.1535 0.3548
6 O -1.2145 2.5060 7.6300
7 O 0.8300 0.2525 -4.6432
8 O 0.7163 -0.0989 4.6879
9 O 1.2622 2.9845 -7.0822
10 O 3.8882 -2.3226 -3.1658
11 O -4.2895 0.3743 -4.2578
12 O 1.1235 3.4361 4.6852
13 O 2.8962 3.0028 1.3892
14 O 5.4332 -6.0355 -1.5744
15 C -3.5078 0.3508 -5.4407
16 C -0.1308 1.5993 7.7333
17 C 3.4684 4.1944 1.9037
18 C -4.6807 0.3329 3.8724
19 C -0.1991 3.6702 4.2453
20 C -0.1344 3.2325 -7.0879
21 C 0.4278 -2.6573 1.2858
22 C -2.0609 0.2216 3.1713
23 C 1.9216 -0.6479 -4.5376
24 C 2.0116 -0.9148 2.6156
25 C -0.8819 -1.7574 1.6966
26 C -0.9416 0.2851 -2.0517
27 C -3.2837 -0.5381 3.9057
28 C -5.1574 0.4593 -0.7743
29 C 3.7843 -3.7198 -2.9385
30 C 0.6512 -0.5472 3.4487
31 C 6.7443 -6.3751 -1.9957
32 C -0.8275 -0.7295 2.7342
33 C 1.8686 -1.9492 1.5919
34 H -3.1115 -3.1691 1.3225
35 H 4.1233 -1.9129 -2.3205
36 H 6.9595 -7.4124 -1.7271
37 H -0.7097 -0.7490 -2.3195
38 H 1.2247 2.4767 4.7829
39 H -5.9303 0.7300 -1.4981
40 H 3.0064 -3.9134 -2.1954
41 H -0.0177 0.8466 -1.8939
42 H -1.5119 0.7480 -2.8588
43 H 1.6182 3.3415 -7.9089
44 H 4.8230 -6.6327 -2.0318
45 H 1.6699 -1.4259 -3.8161
46 H -1.6240 0.9744 3.9562
47 H -0.5918 2.7313 -7.9446
48 H 0.7596 2.1312 8.0778
49 H 3.0294 -0.3916 2.8096
50 H -0.3469 4.7442 4.1221
51 H -2.5829 0.9110 -5.2812
52 H 0.0583 1.1424 6.7578
53 H -4.4438 -0.2322 -1.2291
54 H 1.9940 2.9467 1.7372
55 H 2.8815 5.0549 1.5730
56 H 6.8283 -6.2441 -3.0774
57 H 4.7422 -4.1061 -2.5856
58 H -4.0761 0.8145 -6.2487
59 H 3.4864 4.1504 2.9953
60 H 1.0810 0.9310 -5.2890
61 H 2.8085 -0.1101 -4.1949
62 H 2.1149 -1.1060 -5.5109
63 H -3.4752 -1.6172 3.5510
64 H -4.8275 0.8724 2.8471
65 H -4.6326 1.3596 -0.4516
66 H -0.9052 3.2891 4.9874
67 H -3.2767 -0.6832 -5.7082
68 H 2.7967 -2.2343 0.9601
69 H -1.1936 -0.1076 -0.1700
70 H -0.9582 3.1845 6.9859
71 H -5.6087 -0.3475 4.0114
72 H -6.2154 -0.9468 0.0389
73 H -3.7627 -0.0420 -3.5593
74 H -0.3565 3.1697 3.2862
75 H -2.9986 -0.5980 5.0414
76 H 7.4573 -5.7175 -1.4958
77 H 3.5192 -4.2118 -3.8760
78 H -4.6775 1.1837 4.6704
79 H -0.3151 4.3089 -7.1436
80 H -0.3876 0.8205 8.4532
81 H -0.5674 2.8405 -6.1661
82 H 4.4890 4.2877 1.5288

Atoms 1-3, force components in eV/Å:
0.25 -0.44 0.80
0.63 -1.71 1.86
-0.02 0.06 0.19

***

DFT (ωB97M-V/def2-TZVPD) results for CHFeO2 as an isolated structure.

Calculated values
Energy above the lowest of the compared OMol25 structures with the same formula, charge and spin, kJ/mol: 116.6
HOMO level (spin up / spin down), Eh: -0.919 / -0.904
Spin multiplicity: 6
HOMO-LUMO gap (spin up / spin down), eV: 11.8 / 7.5
Total energy, eV: -39507.593
Net charge: +2

Cartesian coordinates (Å):
1 Fe -0.4823 -0.6523 1.2725
2 O -0.8484 0.9022 0.1127
3 O 0.7784 -0.4675 -0.2370
4 C -0.0076 0.3938 -0.7197
5 H 0.2998 1.4862 -1.0247

Atoms 1-3, force components in eV/Å:
0.40 -0.41 0.73
-2.80 -0.51 -0.32
-1.06 -1.14 -1.85

***

DFT (ωB97M-V/def2-TZVPD) results for one molecule with the formula C4H12N2O.

Calculated values
Energy above the lowest of the compared OMol25 structures with the same formula, charge and spin, kJ/mol: 154.6
HOMO level, Eh: -0.336
SMILES: NCC[C@H](N)CO
HOMO-LUMO gap, eV: 10.1
Total energy, eV: -9369.592

Cartesian coordinates (Å):
1 O 0.5685 -0.3567 2.9861
2 N -0.8613 -1.6825 0.5639
3 N 0.7199 0.9339 -2.8755
4 C 0.9305 0.6529 -1.4595
5 C -0.3203 0.4290 -0.5985
6 C -0.2088 0.2511 1.9351
7 C -0.0419 -0.4847 0.6208
8 H 0.2987 -1.2877 3.0442
9 H 0.0221 1.6455 -3.0271
10 H 0.5757 0.1026 -3.4264
11 H 1.5157 1.4941 -1.0662
12 H -1.1244 -0.0094 -1.1885
13 H -1.2370 0.3309 2.2796
14 H -1.2682 -1.9708 1.4395
15 H -1.5757 -1.6491 -0.1522
16 H 1.5425 -0.2438 -1.3795
17 H 1.0137 -0.7601 0.5698
18 H 0.1843 1.2566 1.8904
19 H -0.7338 1.3480 -0.1561

Atoms 1-3, force components in eV/Å:
-0.41 -0.46 -0.22
-0.03 -0.57 -0.35
0.40 0.04 0.31

***

DFT (ωB97M-V/def2-TZVPD) results for one molecule with the formula C3H9NP2.

Calculated values
Energy above the lowest of the compared OMol25 structures with the same formula, charge and spin, kJ/mol: 256.8
HOMO level, Eh: -0.289
HOMO-LUMO gap, eV: 8.9
Total energy, eV: -23321.419

Cartesian coordinates (Å):
1 P 0.5339 0.7889 0.6983
2 P -0.5102 0.1270 -1.5314
3 N 0.9606 0.4025 -0.7529
4 C -0.3545 -1.2583 -2.4385
5 C 1.0986 -0.4723 1.8571
6 C -1.3042 0.7962 0.4740
7 H 0.2311 -1.9817 -1.8434
8 H 1.1448 1.8856 1.1101
9 H 2.1678 -0.6456 1.5419
10 H -1.0313 1.2960 -2.1455
11 H 0.5011 -1.3830 1.6875
12 H -1.9052 0.3009 1.2829
13 H -1.0814 -1.5928 -3.1635
14 H 0.9801 -0.0823 2.8232
15 H -1.4310 1.8189 0.4003

Atoms 1-3, force components in eV/Å:
-2.61 -3.04 0.29
1.68 0.48 1.63
-0.59 -0.08 -2.53

***

DFT (ωB97M-V/def2-TZVPD) results for a 10-piece molecular cluster, C40H86O10 overall.

Calculated values
HOMO level, Eh: -0.342
SMILES: C1CCOC1.C1CCOC1.C1CCOC1.C1CCOC1.C1CCOC1.C1CCOC1.C1CCOC1.CCOCC.CCOCC.CCOCC
HOMO-LUMO gap, eV: 9.9
Total energy, eV: -63344.148

Cartesian coordinates (Å):
1 O 2.7158 -2.6809 2.5778
2 O -3.1142 -2.5042 3.6770
3 O 0.9197 4.6187 -1.7745
4 O -3.4088 1.0163 -3.2981
5 O 3.0132 2.1732 1.9895
6 O -5.1789 2.1520 0.5857
7 O -0.7804 0.4123 0.2026
8 O 2.5523 -5.6363 0.1531
9 O 0.4680 -0.1130 -4.9870
10 O 6.9251 -1.0853 1.3331
11 C 2.2722 2.1159 3.2000
12 C 0.6285 0.3344 0.2689
13 C 1.9143 -3.7779 4.5452
14 C -2.7208 -2.0422 2.3986
15 C -4.5251 -1.0083 -3.1573
16 C 6.8708 0.1562 0.6751
17 C -1.9568 2.6783 -2.5973
18 C 2.2252 3.5519 3.7233
19 C -1.2928 -0.7190 -0.5031
20 C 0.3139 -2.2797 -5.8186
21 C 0.2888 -5.3904 0.0623
22 C -0.9570 -2.0163 -5.0179
23 C 1.0191 -2.5498 4.2955
24 C 1.0860 5.5257 -3.9782
25 C -3.3936 2.4257 -3.1413
26 C 3.1797 -3.3325 3.7762
27 C -2.4300 -0.3797 4.1994
28 C 5.4067 0.3293 0.1195
29 C 0.0117 3.8736 0.3371
30 C 0.9960 3.5540 -0.7715
31 C -4.2063 4.3434 0.7713
32 C -0.2117 -1.7764 -0.5580
33 C -0.8227 -0.5766 -4.5922
34 C -6.5065 0.2416 0.4439
35 C 3.1677 4.3695 2.8247
36 C 1.4180 -2.1391 2.8439
37 C -2.0729 -0.6744 2.6754
38 C -3.5508 -1.4421 4.3712
39 C -4.7164 0.4541 -3.4605
40 C 1.5139 -4.9012 0.7821
41 C -3.9982 2.8537 0.7890
42 C 2.2831 -5.6982 -1.2396
43 C -5.0550 0.7407 0.5805
44 C 3.9187 3.2494 2.0964
45 C 5.6710 -1.2859 1.9359
46 C 4.6345 -0.7824 0.8693
47 C 0.7650 -0.8590 -6.1661
48 C 1.0578 -0.9344 -0.4716
49 C 0.7684 -5.5929 -1.4055
50 C 1.3494 4.3360 -3.1030
51 H -6.4549 -0.8135 0.2508
52 H 5.0634 1.2940 0.4408
53 H -1.0265 -0.7502 2.4757
54 H -5.3945 0.9457 -2.7306
55 H 3.8298 4.9761 3.4385
56 H 4.1785 3.5033 1.0497
57 H 1.2249 3.9650 3.7647
58 H -3.5782 2.5625 1.7739
59 H -1.2960 2.5364 -3.3887
60 H -2.1151 -2.8165 1.9701
61 H -1.5900 -0.5755 4.8651
62 H 3.8108 -4.1753 3.4612
63 H -1.7554 1.9737 -1.7535
64 H 2.7722 -6.6250 -1.6184
65 H 1.7989 -3.8288 0.7227
66 H 7.1809 0.9233 1.4381
67 H 0.0064 5.7833 -3.9180
68 H -4.5561 -1.2564 -2.1009
69 H 1.4502 5.3149 -4.9724
70 H 0.2750 -2.9956 -6.6391
71 H 2.6053 3.5572 4.7546
72 H 1.4739 -5.1623 1.8173
73 H 7.6611 0.1599 -0.0917
74 H 2.7070 4.9664 2.0863
75 H 0.8869 0.3003 1.3268
76 H 0.1669 3.2138 1.1633
77 H 1.2168 -1.7066 4.9507
78 H 1.5303 -4.7098 4.1205
79 H 1.9395 -1.4207 -0.0518
80 H 0.2623 4.8617 0.7466
81 H 2.0474 3.4643 -0.4290
82 H -1.5669 0.0233 -5.1559
83 H 0.3249 -6.4910 -1.8383
84 H -3.5563 -1.3312 -3.5652
85 H -3.5328 3.0293 -4.0937
86 H 1.0235 -2.6099 -5.0591
87 H -0.5636 -4.7420 0.1367
88 H -4.5558 0.2977 1.4835
89 H 0.7421 2.6231 -1.2481
90 H -3.2221 4.7572 0.8989
91 H 1.1418 1.1757 -0.2156
92 H -4.9268 4.7257 1.5089
93 H -4.5655 4.6603 -0.2112
94 H -1.0316 3.9778 0.0412
95 H -2.7749 0.6385 4.3954
96 H 0.7450 -2.5380 2.0684
97 H 2.6717 1.3886 3.9437
98 H 0.8264 3.4198 -3.5195
99 H -1.8301 -2.2506 -5.6101
100 H -7.0188 0.3359 1.4062
101 H -4.3632 0.5355 -0.2731
102 H 5.5007 -0.6370 2.7902
103 H -3.2829 2.5844 0.0107
104 H 0.4604 -4.7606 -2.0622
105 H 1.2873 1.8009 2.9104
106 H -5.3331 -1.5070 -3.6982
107 H -3.6084 -2.0025 1.7521
108 H 5.6572 -2.3365 2.2413
109 H 3.7696 -2.5889 4.2827
110 H -1.6890 3.6955 -2.2600
111 H 3.7253 -0.4263 1.3367
112 H 2.7644 -4.8426 -1.6949
113 H 2.4517 4.1350 -3.0826
114 H 4.3064 -1.6172 0.2298
115 H -5.2037 0.6847 -4.4386
116 H -0.0600 -2.7794 4.3438
117 H 1.8510 -0.7609 -6.3525
118 H 5.4266 0.2495 -0.9670
119 H -0.0039 -6.3605 0.4452
120 H 1.3430 -0.5556 -1.4876
121 H -4.4765 -0.9828 4.0166
122 H -4.1941 2.7527 -2.4995
123 H -1.1195 -2.6741 -4.1329
124 H 0.2351 -0.4754 -7.0070
125 H -0.2706 -2.4628 0.2750
126 H 1.6500 6.4494 -3.7049
127 H -2.4932 0.0713 2.0022
128 H -3.7809 -1.8045 5.3785
129 H -2.1948 -1.0064 0.0242
130 H 4.8520 2.9423 2.5907
131 H 1.4777 -1.0383 2.8124
132 H -0.9683 -0.3160 -3.5545
133 H -1.6484 -0.3552 -1.4694
134 H 2.1967 -3.9455 5.5978
135 H -0.2850 -2.3937 -1.4458
136 H -7.0871 0.8448 -0.2613

Atoms 1-3, force components in eV/Å:
-0.40 -0.23 0.48
0.16 -2.43 -1.34
-0.38 -0.33 0.54

***

DFT (ωB97M-V/def2-TZVPD) results for C10H28O2P2Y as an isolated structure.

Calculated values
Energy above the lowest of the compared OMol25 structures with the same formula, charge and spin, kJ/mol: 279.1
HOMO level (spin up / spin down), Eh: -0.328 / -0.318
HOMO-LUMO gap (spin up / spin down), eV: 5.7 / 5.3
Total energy, eV: -34530.893
Net charge: +1

Cartesian coordinates (Å):
1 Y 0.7968 0.5277 0.4999
2 P 0.2283 -2.4202 -0.2755
3 P -0.1238 2.7435 -0.9593
4 O 3.8196 -1.2965 1.5288
5 O -0.1478 0.5527 2.2510
6 C 0.5223 1.4607 4.4224
7 C -0.0801 3.5323 -2.5264
8 C 1.3488 3.2898 -0.0010
9 C -1.5169 3.4722 -0.0823
10 C -0.5391 0.6612 3.6586
11 C 0.3436 -2.8677 -2.0410
12 C -1.9270 1.2645 3.8890
13 C -1.2836 -3.4543 -0.0018
14 C 1.4038 -3.6913 0.3327
15 C 2.9089 -0.6290 1.2174
16 H 1.1860 -4.6566 -0.1520
17 H -0.4628 -2.3725 -2.5874
18 H 2.2748 2.9355 -0.4541
19 H -2.1371 -3.0269 -0.5520
20 H 0.2012 1.3598 5.4676
21 H -1.5772 3.1651 0.9788
22 H -1.5215 -3.5289 1.0718
23 H -1.5386 4.5801 -0.1394
24 H 1.3103 -2.5455 -2.4301
25 H -3.6845 -0.5933 0.9536
26 H -0.4899 -0.3342 4.0926
27 H 1.4383 4.3840 -0.0142
28 H -2.1870 1.2694 4.9621
29 H 0.2422 -3.9481 -2.2008
30 H -1.1091 -4.4682 -0.4110
31 H 1.5409 1.0267 4.3574
32 H -1.8554 2.3034 3.5570
33 H -2.4383 3.1146 -0.5631
34 H 0.5182 2.5540 4.2383
35 H -2.6818 0.6626 3.3617
36 H 2.4340 -3.4137 0.0922
37 H 1.3560 3.0006 1.0664
38 H -3.5280 -1.2410 0.5852
39 H 1.3171 -3.8069 1.4201
40 H -0.3379 1.3396 -1.4155
41 H 0.8626 3.2851 -3.0067
42 H -0.1659 4.6090 -2.4446
43 H -0.9301 3.1385 -3.0837

Atoms 1-3, force components in eV/Å:
-0.31 -1.13 -0.16
-0.26 -1.36 -0.27
0.32 1.30 3.52

***

Max |F|: 7.0 5.4 1.2 4.0 2.9 3.9 (eV/Å)
Molecular weight: 520.654 100.862 104.153 121.060 727.118 331.186 (g/mol)